# C16H15BF5N5O2Ru

A structure of composition C16H15BF5N5O2Ru (ωB97M-V with the def2-TZVPD basis set, the Open Molecules 2025 dataset).

Geometry (Å):
Ru1 -0.036 0.592 0.825
F1 2.911 -3.162 -0.699
F2 0.615 -1.809 0.335
F3 2.572 2.299 -0.597
F4 4.768 1.065 -1.607
F5 4.918 -1.607 -1.654
O1 -2.956 0.993 0.232
O2 -2.304 -1.144 -0.340
N1 -0.133 2.555 0.843
N2 0.221 4.683 1.689
N3 0.342 2.886 3.109
N4 0.194 0.570 2.742
N5 0.387 1.420 4.891
C1 0.143 3.357 1.830
C2 0.296 1.594 3.581
C3 0.525 0.064 5.439
C4 -6.276 -0.233 -0.849
C5 -4.075 0.273 -0.225
C6 3.844 -1.041 -1.166
C7 -5.377 0.704 -0.345
C8 3.761 0.351 -1.144
C9 1.713 -1.191 -0.193
C10 -4.556 -1.938 -1.080
C11 0.382 2.549 5.835
C12 -3.680 -1.002 -0.578
C13 -5.877 -1.517 -1.207
C14 2.631 0.972 -0.636
C15 2.809 -1.851 -0.679
C16 1.585 0.189 -0.176
B1 -1.954 0.075 0.131
H1 -0.299 3.029 -0.037
H2 1.347 -0.465 4.955
H3 -0.407 -0.495 5.339
H4 0.146 5.106 0.779
H5 0.468 5.295 2.448
H6 0.551 3.589 3.800
H7 0.089 2.172 6.809
H8 0.173 -0.331 3.205
H9 0.764 0.148 6.493
H10 -4.235 -2.932 -1.358
H11 -6.611 -2.210 -1.595
H12 -7.313 0.050 -0.967
H13 -0.366 3.289 5.551
H14 -5.681 1.704 -0.071
H15 1.371 3.001 5.919

The calculation puts the relative energy (zero: lowest compared OMol25 entry of this formula, charge and spin) at 3.8 kcal/mol. Its molar mass is 516.20 Da. As for the charge: +2. As for the multiplicity: 1.


# C16H15BO6

A cluster of 2 separate species, C16H15BO6 in total (ωB97M-V with the def2-TZVPD basis set, the Open Molecules 2025 dataset).

Geometry (Å):
O1 -0.931 1.769 -1.317
O2 0.410 0.137 3.550
O3 -6.104 -1.020 1.353
O4 -5.027 0.813 -0.056
O5 1.643 -4.212 0.728
O6 1.198 3.474 -0.683
C1 4.702 -0.484 -0.384
C2 -1.514 -3.222 -0.256
C3 0.116 2.006 -2.255
C4 1.259 -2.930 0.645
C5 -0.344 -2.457 0.600
C6 3.697 -1.819 -0.343
C7 -3.030 -2.559 -0.204
C8 -0.711 -1.081 1.477
C9 -3.403 -1.180 0.667
C10 0.542 -0.333 2.294
C11 4.318 0.916 0.443
C12 0.715 3.389 -2.025
C13 2.344 -1.658 0.580
C14 2.950 1.049 1.388
C15 -2.210 -0.406 1.548
C16 1.973 -0.267 1.431
B1 -4.894 -0.483 0.690
H1 1.536 3.593 -2.716
H2 -0.292 1.916 -3.266
H3 -3.889 -3.055 -0.828
H4 5.085 1.815 0.315
H5 2.687 2.061 1.959
H6 5.712 -0.489 -0.999
H7 -4.083 1.067 -0.352
H8 -6.850 -0.399 1.037
H9 0.870 1.229 -2.102
H10 -1.267 -4.187 -0.913
H11 3.943 -2.800 -0.953
H12 -2.444 0.576 2.185
H13 -0.636 2.176 -0.478
H14 1.979 2.895 -0.619
H15 -0.050 4.162 -2.139

Its molar mass is 314.10 Da. As for the multiplicity: 1. Its structure (SMILES) is O=C1c2ccccc2C(=O)c2cc(B(O)O)ccc21.OCCO.


# C16H15BeF2NO2Te4

A structure of composition C16H15BeF2NO2Te4 (ωB97M-V with the def2-TZVPD basis set, the Open Molecules 2025 dataset).

Geometry (Å):
Te1 -2.625 1.063 -4.041
Te2 -4.513 2.162 -5.674
Te3 -2.372 5.198 -3.534
Te4 -4.794 4.694 -4.652
F1 1.323 2.442 -2.985
F2 0.929 4.274 -4.154
O1 -0.696 0.571 -1.503
O2 -1.157 2.759 -1.553
N1 -0.024 -0.465 0.772
C1 0.380 3.001 -3.872
C2 0.871 -1.409 1.250
C3 -0.885 1.674 -0.963
C4 0.834 -2.698 0.681
C5 1.757 -5.031 0.470
C6 -0.411 0.724 1.377
C7 2.731 -2.083 2.631
C8 -0.911 2.059 3.332
C9 2.703 -3.350 2.068
C10 -0.191 -3.024 -0.371
C11 -0.474 0.871 2.768
C12 -1.305 3.122 2.530
C13 1.766 -3.656 1.086
C14 -1.271 2.968 1.152
C15 1.834 -1.115 2.222
C16 -0.839 1.789 0.561
Be1 -1.274 2.989 -3.169
H1 3.421 -4.103 2.374
H2 -1.062 -2.378 -0.285
H3 -0.200 -0.413 -0.242
H4 0.533 2.437 -4.807
H5 -0.200 0.039 3.402
H6 1.890 -0.115 2.626
H7 -1.645 4.052 2.968
H8 2.628 -5.601 0.796
H9 3.476 -1.836 3.378
H10 0.863 -5.593 0.752
H11 -0.958 2.144 4.413
H12 1.770 -4.983 -0.620
H13 -0.522 -4.060 -0.290
H14 -1.585 3.763 0.488
H15 0.205 -2.883 -1.380

The calculation puts the relative energy (zero: lowest compared OMol25 entry of this formula, charge and spin) at 0.0 kcal/mol. Its molar mass is 810.71 Da. As for the charge: -2. As for the multiplicity: 1.


HOMO-LUMO gap for the records above, in order: 5.929; 7.241; 4.633 eV
Max |F| for the records above, in order: 0.48; 8.63; 0.39 eV Å⁻¹
LUMO level for the records above, in order: -0.29675; -0.06426; 0.14931 Ha